# C4H11IN3

A 2-piece molecular cluster, C4H11IN3 overall at a distorted geometry (ωB97M-V with the def2-TZVPD basis set, the OMol25 dataset).

```
19
Properties=species:S:1:pos:R:3:forces:R:3:mulliken_charge:R:1
C 1.9283 2.2526 0.4247 -0.1 -0.4 0.1 0.203
C -0.9899 -2.4015 0.7953 -0.4 -0.4 0.6 -0.919
C 1.9430 1.3215 -0.5383 0.4 -0.6 0.3 -0.829
C -1.0555 -0.2501 -0.4507 0.1 -0.3 0.5 0.090
N 1.4869 3.5157 0.2642 -0.1 0.4 -0.2 -0.405
N -1.4585 0.2994 -1.4702 -0.4 0.6 -0.7 -0.502
N -0.4866 -1.6244 -0.3540 0.7 0.0 -0.4 0.201
I 2.7243 -0.6086 -0.1376 0.0 0.6 -0.1 -0.006
H 2.2202 1.9977 1.4347 0.1 0.0 0.1 0.308
H -0.7629 -1.8765 1.7204 0.1 0.1 -0.1 0.374
H -2.0686 -2.5318 0.7148 0.1 0.1 -0.1 0.389
H -0.5146 -3.3800 0.8205 0.1 0.1 -0.1 0.349
H 1.7278 1.5092 -1.5729 -0.1 0.0 -0.2 0.437
H -1.0780 0.2541 0.5054 0.1 -0.1 0.3 0.386
H 1.6201 4.1917 0.9951 0.0 0.0 -0.1 0.225
H -1.4452 -0.1705 -2.3694 0.1 -0.3 0.0 0.242
H 1.3137 3.8646 -0.6656 0.0 0.1 0.2 0.195
H -0.6593 -2.1358 -1.2275 0.1 0.2 0.1 0.411
H 0.5824 -1.4959 -0.2571 -0.7 -0.1 -0.2 -0.149
```
Positions in Å, forces in eV/Å.

Total charge: +1
Frontier orbital gap, hartree: 0.31629
HOMO level, eV: -11.56
Relative energy (zero: lowest compared OMol25 entry of this formula, charge and spin), kcal/mol: 25.2

***

# C4H10N2O

A 2-piece molecular cluster, C4H10N2O overall at a distorted geometry (ωB97M-V with the def2-TZVPD basis set, the OMol25 dataset).

```
17
Properties=species:S:1:pos:R:3:forces:R:3:mulliken_charge:R:1
C 0.5217 1.0930 2.5792 1.4 -0.2 0.2 -0.694
C -0.6908 0.8091 2.1777 -1.8 -0.6 -0.2 0.088
O -1.3542 -0.3750 2.5505 -0.4 1.2 -0.3 -0.515
H 1.0315 1.9996 2.2572 -0.3 -0.2 0.0 0.250
H 1.1181 0.3838 3.1725 -0.5 0.4 -0.2 0.239
H -1.2943 1.4544 1.5179 0.4 -0.2 0.4 0.269
H -2.3191 -0.1823 2.5222 1.1 -0.3 -0.1 0.352
C 1.6830 -0.9176 -1.6899 0.6 0.5 -1.4 -0.694
N 0.5640 0.0432 -1.6756 -0.1 -1.5 0.5 -0.205
C -0.7191 -0.4073 -1.4935 -2.0 1.8 -2.4 0.172
N -1.7848 0.3028 -1.8364 2.8 -0.7 1.1 -0.746
H 2.5663 -0.4199 -1.2137 -0.7 -0.7 -0.3 0.253
H 1.3774 -1.8246 -1.1445 0.3 0.5 -0.1 0.260
H 2.0084 -1.2423 -2.7766 -0.7 0.6 2.0 0.246
H 0.7285 0.9763 -2.0107 -0.3 0.0 0.0 0.238
H -0.8226 -1.4699 -1.3060 0.3 -0.1 0.6 0.249
H -2.6141 -0.2232 -1.6303 -0.4 -0.4 0.1 0.240
```
Positions in Å, forces in eV/Å.

Total charge: 0
SMILES: [H]/N=C/NC.C=CO
Frontier orbital gap, hartree: 0.35304
HOMO level, eV: -8.73
Relative energy (zero: lowest compared OMol25 entry of this formula, charge and spin), kcal/mol: 65.3

***

# C2H5NO

C2H5NO as an isolated structure (ωB97M-V with the def2-TZVPD basis set, the OMol25 dataset).

```
9
Properties=species:S:1:pos:R:3:forces:R:3:mulliken_charge:R:1
C -1.1953 -0.0144 0.0224 0.0 -0.2 0.3 -1.145
C 0.2141 0.1601 -0.1748 0.0 -0.1 0.1 0.692
O 0.3988 1.0374 -1.1087 -0.2 -0.1 0.0 -0.566
N 1.2570 -0.4722 0.3674 0.0 0.0 0.0 -0.378
H -1.5703 -0.9736 0.3804 0.1 0.1 0.0 0.255
H -0.7953 0.8191 -1.2025 0.2 0.2 -0.1 0.406
H -1.6319 0.8370 0.5495 0.1 -0.1 -0.1 0.275
H 2.1806 -0.3452 -0.0174 -0.1 0.0 0.0 0.239
H 1.1424 -1.0483 1.1838 0.0 0.1 -0.1 0.222
```
Positions in Å, forces in eV/Å.

Total charge: 0
Frontier orbital gap, hartree: 0.33213
HOMO level, eV: -8.25
Relative energy (zero: lowest compared OMol25 entry of this formula, charge and spin), kcal/mol: 65.2

***

# C20H30BaNO3PS

C20H30BaNO3PS as an isolated structure at a distorted geometry (ωB97M-V with the def2-TZVPD basis set, the OMol25 dataset).

```
57
Properties=species:S:1:pos:R:3:forces:R:3:mulliken_charge:R:1
C 0.8564 3.3583 -3.8361 -0.1 -0.1 0.0 -0.691
C -0.4138 2.7995 -3.6912 -0.4 -0.5 0.4 -0.845
C -0.6036 1.6144 -2.9144 0.5 1.8 -1.1 0.091
C 0.5009 1.0184 -2.3362 -0.8 -1.9 0.5 1.059
C 1.7701 1.5326 -2.5436 0.2 1.1 -1.0 0.538
C 1.9666 2.7031 -3.2974 -0.2 -0.5 0.6 -0.718
C -2.0411 1.1698 -2.7198 -0.3 -0.4 0.6 -2.149
C -2.2130 -0.0318 -1.7756 0.3 0.5 0.1 0.325
N -1.7919 -1.3887 -2.2842 -1.8 -0.3 -1.3 0.060
Ba -0.5683 -1.8778 -0.1742 1.4 1.0 0.9 1.877
C 2.9175 0.7354 -1.9759 -0.1 0.2 0.6 -1.241
P 2.1156 -0.7941 -1.3682 -0.4 -0.2 0.5 0.266
H -1.2973 3.2692 -4.1576 0.5 0.0 0.2 0.358
H 2.9775 3.0782 -3.4169 -0.1 0.2 -0.1 0.431
H 0.9830 4.3175 -4.3372 0.0 -0.3 -0.1 0.337
H 3.3923 1.2201 -1.1031 -0.2 0.0 -0.3 0.453
H 3.7293 0.4969 -2.6814 -0.3 0.1 0.0 0.478
H -2.5928 1.9731 -2.2083 0.1 -0.1 -0.1 0.553
H -2.5684 1.0244 -3.6648 0.0 0.0 -0.1 0.487
H -1.5418 0.2563 -0.9343 -0.2 -0.1 -0.4 -0.119
C 3.5801 -1.5394 -0.5623 0.6 -0.2 -0.2 -1.388
C 2.1104 -1.8255 -2.8867 0.1 -0.1 -0.2 -1.271
H -3.2289 -0.0576 -1.3227 0.5 -0.2 -0.6 0.261
C -1.3830 -1.5048 -3.7200 0.3 -0.4 0.1 -0.925
C -2.7943 -2.4523 -1.9496 0.0 0.4 -0.3 -0.989
H 0.6596 -2.9263 2.3072 -1.0 -1.7 -0.6 -0.006
H -1.6245 -2.5284 -4.0948 0.1 0.7 0.4 0.466
H -1.8806 -0.7729 -4.3796 0.2 -0.3 0.4 0.293
H -0.2898 -1.3906 -3.8025 -0.8 0.3 0.0 0.018
H -3.3482 -2.8013 -2.8389 0.1 0.2 0.4 0.409
H -2.2641 -3.3487 -1.5521 -0.4 0.1 -0.2 0.363
H -3.5147 -2.0845 -1.1914 0.4 -0.3 -0.3 0.297
H 3.1141 -1.7879 -3.3283 -0.2 -0.2 -0.1 0.379
H 1.8644 -2.8691 -2.6282 0.2 0.2 -0.2 0.342
H 1.3795 -1.4606 -3.6180 0.5 0.0 0.3 0.270
H 4.4104 -1.5734 -1.2840 0.1 -0.2 0.4 0.392
H 3.8581 -0.9198 0.3029 0.0 -0.3 -0.2 0.326
H 3.3351 -2.5574 -0.2204 0.2 0.2 0.0 0.317
H 0.2434 -3.5755 2.0440 1.1 1.6 0.8 0.042
C 0.1882 0.6876 7.6477 0.0 0.1 0.3 -1.352
C -0.2312 0.6742 6.2063 -0.1 0.0 -0.1 0.922
C -0.4174 -0.5473 5.5527 0.0 0.1 -0.4 -0.717
C -0.7530 -0.5999 4.2017 0.2 0.6 0.3 -0.476
C -0.8865 0.6101 3.5120 -0.4 0.2 -0.2 -0.153
C -0.7790 1.8414 4.1564 0.1 -0.5 0.2 -0.562
C -0.4526 1.8617 5.5086 0.1 -0.2 0.0 -0.682
S -1.1959 0.6336 1.7537 0.9 -0.2 0.5 1.480
O 0.1352 0.2910 1.1652 -1.1 0.0 0.2 -0.588
O -2.1242 -0.5038 1.5063 0.2 0.0 -0.2 -0.832
O -1.7072 1.9329 1.4070 0.0 -0.4 0.0 -0.729
H -0.5603 0.2013 8.2821 0.1 0.1 -0.1 0.312
H 1.1312 0.1503 7.8010 -0.1 0.1 -0.1 0.323
H 0.3235 1.7141 8.0038 0.0 -0.2 0.0 0.344
H -0.2739 -1.4655 6.1116 0.0 0.0 0.0 0.368
H -0.9012 -1.5543 3.7050 0.0 0.2 0.0 0.454
H -0.9382 2.7590 3.6022 0.0 -0.1 0.0 0.456
H -0.3617 2.8148 6.0227 0.0 -0.1 0.0 0.285
```
Positions in Å, forces in eV/Å.

Total charge: 0
Frontier orbital gap (spin up / spin down), hartree: 0.18147 / 0.18292
HOMO level (spin up / spin down), eV: -5.71 / -5.71

***

# C39H41N3O2

A 2-piece molecular cluster, C39H41N3O2 overall at a distorted geometry (ωB97M-V with the def2-TZVPD basis set, the OMol25 dataset).

```
85
Properties=species:S:1:pos:R:3:forces:R:3:mulliken_charge:R:1
C 7.5859 1.2714 -0.9164 0.2 0.0 0.1 -1.493
C 6.2239 0.8662 -1.3948 -0.4 -0.1 -0.1 0.887
C 5.8478 -0.4775 -1.3933 -0.2 0.2 -0.2 -0.860
C 4.5775 -0.8740 -1.8237 0.0 0.6 0.3 1.228
C 4.2188 -2.3176 -1.7793 -0.1 -0.7 0.0 -1.802
C 3.6497 0.1052 -2.2131 0.3 0.0 0.2 -0.647
N 2.3266 -0.2821 -2.5911 -1.3 -0.2 -1.0 0.792
C 1.1731 -0.0213 -1.9455 0.2 -0.2 1.5 -0.585
N 0.1400 -0.5862 -2.6118 1.5 0.2 -0.7 0.757
C -1.2277 -0.4963 -2.2348 -0.2 0.1 0.3 -0.365
C -1.7863 0.7688 -2.0162 -0.2 -0.3 0.1 1.493
C -0.9850 1.9969 -2.2557 0.1 0.7 0.2 -1.111
C -3.0952 0.8560 -1.5486 0.1 -0.2 -0.1 -1.128
C -3.8737 -0.2831 -1.3545 0.4 -0.2 -0.2 0.535
C -5.3007 -0.1327 -0.9324 -0.3 0.0 0.2 -1.629
C -3.2986 -1.5351 -1.5905 -0.1 0.3 -0.1 -1.088
C -1.9810 -1.6599 -2.0368 0.0 0.5 0.3 1.372
C -1.3644 -3.0055 -2.2242 0.0 -0.6 0.0 -1.753
C 0.5733 -1.1013 -3.9329 -0.7 -0.1 -0.2 -0.380
C 2.0626 -0.8333 -3.9496 0.6 0.2 0.0 -0.652
C 4.0224 1.4513 -2.2620 0.3 -0.2 0.2 1.083
C 3.0585 2.4818 -2.7366 -0.3 0.7 -0.1 -0.985
C 5.3046 1.8195 -1.8456 0.0 -0.4 0.0 -1.294
H 7.7183 2.3519 -1.0019 0.1 -0.1 0.0 0.348
H 7.7275 0.9892 0.1340 0.0 0.1 -0.2 0.325
H 8.3711 0.7784 -1.5022 -0.1 0.1 0.1 0.337
H 6.5570 -1.2324 -1.0377 -0.2 0.2 -0.2 0.403
H 3.2115 -2.5067 -2.1520 0.1 0.0 0.1 0.154
H 4.9212 -2.9098 -2.3783 -0.1 0.1 0.1 0.368
H 4.2777 -2.6924 -0.7494 -0.1 0.0 -0.2 0.385
H -1.6177 2.8871 -2.1564 0.1 -0.1 -0.1 0.447
H -0.1920 2.0858 -1.5072 0.0 0.0 -0.3 -0.256
H -0.5220 2.0133 -3.2498 0.0 -0.1 0.2 0.349
H -3.5238 1.8369 -1.3315 0.1 -0.2 -0.2 0.369
H -5.7807 -1.1032 -0.7918 0.0 0.1 0.0 0.373
H -5.3719 0.4287 0.0076 0.0 -0.1 -0.1 0.333
H -5.8743 0.4224 -1.6863 0.1 -0.1 0.1 0.371
H -3.8846 -2.4369 -1.4134 0.1 0.2 -0.1 0.300
H -2.0899 -3.7879 -1.9760 0.1 0.1 0.0 0.423
H -1.0467 -3.1719 -3.2598 -0.1 -0.1 0.2 0.287
H -0.4918 -3.1521 -1.5739 -0.1 0.1 -0.2 0.332
H 0.3337 -2.1629 -4.0343 0.1 0.2 -0.1 0.134
H 0.0666 -0.5357 -4.7264 0.0 -0.3 0.1 0.304
H 2.3164 -0.0738 -4.7085 0.1 -0.4 0.2 0.171
H 2.6487 -1.7435 -4.1052 0.0 0.2 -0.2 0.425
H 3.5524 3.4607 -2.7799 -0.1 -0.2 0.0 0.428
H 2.6806 2.2648 -3.7457 0.0 0.0 0.2 0.242
H 2.1973 2.5728 -2.0622 0.1 -0.1 -0.2 0.051
H 5.5870 2.8710 -1.8690 0.0 -0.2 0.0 0.267
C -1.9615 -5.4213 3.2476 0.1 0.5 -0.1 -1.028
N -1.7593 -4.1649 3.9525 -0.1 -0.9 0.5 0.309
C -2.0762 -4.2275 5.3729 0.2 0.4 -0.4 -1.007
C -1.4118 -2.9776 3.2739 0.2 0.8 -0.7 -0.295
C -2.4101 -2.1646 2.6704 0.8 -0.5 0.6 -0.488
C -2.0592 -0.9991 2.0171 0.4 0.4 -0.2 -0.326
C -0.7135 -0.5889 1.8791 -0.5 -1.5 0.6 0.552
C -0.3796 0.6961 1.2931 0.0 1.6 0.3 -0.220
C -0.9868 1.8725 1.6395 0.2 -1.2 0.0 0.886
C -0.6279 3.2114 1.1030 1.1 -0.1 -0.9 -0.432
O 0.2217 3.4770 0.2543 -1.0 -0.2 1.1 -0.674
C -1.4737 4.1874 1.8288 -0.4 0.3 0.3 0.303
C -2.2657 3.5408 2.7845 0.2 0.6 -0.1 -0.288
C -3.1241 4.2684 3.6062 0.0 0.0 -0.1 -0.366
C -3.1943 5.6509 3.4253 0.3 -0.1 -0.3 -0.464
C -2.3970 6.2943 2.4585 0.0 -0.4 0.1 -0.490
C -1.5233 5.5632 1.6546 -0.2 0.0 0.1 -0.455
C -1.9816 2.0823 2.7459 -0.5 -1.3 0.8 0.556
O -2.4455 1.2443 3.5169 0.5 1.3 -0.9 -0.670
C 0.2816 -1.4471 2.4088 -0.4 0.7 -0.1 -0.804
C -0.0525 -2.5911 3.1241 -1.0 -0.2 0.0 -0.409
H -1.7334 -5.2892 2.1857 0.0 -0.1 0.2 0.273
H -1.3165 -6.2172 3.6466 0.0 0.1 0.0 0.324
H -2.9990 -5.7740 3.3373 0.0 0.0 0.0 0.329
H -1.9364 -3.2370 5.8165 0.0 -0.2 0.0 0.295
H -3.1192 -4.5430 5.5371 0.1 0.1 0.0 0.308
H -1.4269 -4.9472 5.8964 -0.1 0.1 -0.1 0.306
H -3.4594 -2.4335 2.7905 0.3 0.0 -0.1 0.448
H -2.8417 -0.3535 1.6260 0.2 -0.2 0.0 0.564
H 0.4609 0.7631 0.5953 -0.2 -0.1 0.0 0.184
H -3.7224 3.7653 4.3619 0.1 0.1 -0.1 0.497
H -3.8722 6.2438 4.0325 0.1 -0.1 -0.1 0.392
H -2.4610 7.3679 2.3391 0.0 0.0 0.0 0.401
H -0.8931 6.0222 0.9009 -0.1 0.1 0.1 0.500
H 1.3187 -1.1370 2.3365 0.0 -0.1 -0.1 0.512
H 0.7186 -3.2020 3.5872 -0.1 0.1 -0.1 0.432
```
Positions in Å, forces in eV/Å.

Total charge: 0
Frontier orbital gap, hartree: 0.27136
HOMO level, eV: -7.97
Relative energy (zero: lowest compared OMol25 entry of this formula, charge and spin), kcal/mol: 0.0

***

# C9H12ClNO2S

A 2-piece molecular cluster, C9H12ClNO2S overall at a distorted geometry (ωB97M-V with the def2-TZVPD basis set, the OMol25 dataset).

```
26
Properties=species:S:1:pos:R:3:forces:R:3:mulliken_charge:R:1
C -2.6062 1.4554 -2.0188 -2.6 2.0 2.6 -0.610
C -2.7521 0.5689 -0.9337 1.5 -2.0 0.0 -0.543
C -1.4247 2.1108 -2.2944 0.3 -0.9 -0.3 -0.532
C -1.5843 0.0302 -0.3033 -2.0 2.0 -2.8 -0.536
C -0.3053 1.5783 -1.6713 0.5 0.1 -0.1 -0.421
C -0.3970 0.5559 -0.7215 0.0 0.8 -0.3 0.993
C 2.7330 -1.1562 0.3704 -1.2 -1.1 -0.6 -1.072
C 0.4233 -2.1898 0.5116 -1.2 0.2 0.2 -0.916
C 0.8573 0.1980 -0.1149 1.6 -2.1 -0.1 -0.201
N 1.2794 -1.0487 0.1379 -0.8 0.9 0.5 0.228
O -0.8542 0.2029 3.4423 0.3 0.1 -0.4 -0.490
O 0.5266 1.0551 1.6065 0.2 0.5 -0.8 -0.332
S 0.2992 1.0080 3.0680 -0.9 0.1 1.0 0.467
Cl 1.9797 -0.2606 3.6738 0.5 -0.4 0.1 -0.391
H -3.5146 2.0925 -2.2006 0.6 -1.3 -0.7 0.276
H -3.6937 0.0919 -0.6380 0.1 0.7 -0.3 0.348
H -1.5236 2.9525 -2.9836 0.8 -0.3 0.2 0.363
H -1.5787 -0.7630 0.3503 -0.5 -1.2 1.8 0.615
H 0.7224 1.8558 -1.8390 0.0 0.8 -0.4 0.320
H 3.0626 -0.6334 1.2613 0.1 -0.3 0.1 0.285
H 2.9587 -2.2135 0.2611 0.3 -0.1 1.0 0.377
H 3.1231 -0.8131 -0.5449 1.1 1.1 -0.8 0.434
H -0.4204 -2.3616 -0.2239 1.3 0.0 0.6 0.360
H 1.0558 -3.0502 0.6693 0.1 -0.3 -0.6 0.340
H -0.0678 -2.1159 1.5089 0.3 0.8 -0.5 0.333
H 1.7013 0.8498 -0.3735 -0.5 -0.1 0.4 0.305
```
Positions in Å, forces in eV/Å.

Total charge: 0
Frontier orbital gap, hartree: 0.31093
HOMO level, eV: -8.71
Relative energy (zero: lowest compared OMol25 entry of this formula, charge and spin), kcal/mol: 0.0